Run i
22
Properties=species:S:1:pos:R:3 method="wB97M-V/def2-TZVPD" spin_multiplicity=2 e_homo_ev="-8.8 / -8.7" s2=0.7547 gap_ev="9.829 / 7.151"
C 0.29950 0.36688 -1.17904
H 0.66297 0.23253 -3.35756
C 0.16036 -1.69143 -2.64155
H -1.37466 1.36233 1.87844
C 0.19308 1.03587 3.32553
H 0.34497 1.81486 1.35014
C -0.21094 -0.22679 1.13642
C -0.30814 1.11693 1.88172
H 1.24255 0.74045 3.36196
H 0.19761 2.07047 3.69574
N -0.70325 -0.08738 -0.22713
H -0.81176 -0.95693 1.66517
H 0.28753 1.46019 -1.14715
H 1.20666 -1.99236 -2.52896
H 1.29682 0.04883 -0.85359
H -0.50101 0.52911 3.99650
C 0.03205 -0.16315 -2.56291
H 0.85191 -0.49726 1.13691
O -0.65645 -2.36930 -1.78918
H -0.18111 -1.95774 -3.65769
H -1.08954 -0.97087 -0.53246
H -0.93914 0.13479 -2.95129

***

Run ii
22
Properties=species:S:1:pos:R:3 method="wB97M-V/def2-TZVPD" spin_multiplicity=2 e_homo_ev="-5.9 / -6.5" s2=0.9178 gap_ev="3.186 / 3.592"
N -0.58294 0.49855 1.94575
H 1.66985 0.46728 -3.51715
C 0.75456 0.79227 -2.97826
H -0.92082 -1.93174 -0.12762
H 1.03641 1.70297 2.24678
H -1.41464 0.29504 -1.44115
C -1.55654 0.12154 -0.36269
H 1.73709 -0.58714 3.61797
C -1.86726 -1.38750 -0.24789
H 0.37055 -0.36625 0.12828
C 1.70850 -0.37737 2.55377
H -2.45949 0.61965 0.01413
O -0.08074 -0.25734 -2.86283
H -2.45029 -1.67885 0.63292
H 1.49158 -1.31552 2.02421
H -2.39525 -1.82118 -1.09688
H 1.14017 1.25940 -2.02230
H 0.18377 1.37139 0.07852
H 0.44077 1.73266 -3.52766
C -0.29341 0.43961 0.46417
C 0.73301 0.64875 2.17949
H 2.75514 -0.22621 2.29842

***

Bottom line: run i, by a margin of 132.2 kcal/mol.

***

Run i
63
Properties=species:S:1:pos:R:3 method="wB97M-V/def2-TZVPD" spin_multiplicity=1 smiles="O=COCCCCC1=CC(=O)C(CCCCS(=O)(=O)O)=C(Br)C1=O.c1cc[nH]c1.c1cc[nH]c1" e_homo_ev=-8.2 gap_ev=5.839
C 2.08271 -1.44076 2.77968
C -2.23660 -3.05941 3.12711
H -2.03827 -2.67711 -0.31680
C 1.73366 -1.09990 -1.69650
H 0.44587 -3.67199 -1.10145
H -1.96156 -3.06477 -4.48507
C -2.40418 -2.21056 -3.78478
C 0.00997 1.05450 -0.11386
N 1.19814 -0.40955 2.96091
H -0.01281 -3.33825 -2.89819
H 3.34557 2.79139 0.22138
H 0.81679 0.17052 2.22489
O 3.34344 0.90633 -2.09097
H -4.20579 -3.88453 2.62652
O 4.05119 5.29868 -3.50490
H 2.43894 -1.69749 1.79097
C 2.26196 0.46597 -1.43748
C -1.78899 -3.27546 -1.30472
C 1.67490 5.87686 -1.96612
H 3.53922 4.86972 -0.86761
C -0.68325 -0.20055 -0.97456
H -1.59890 -1.36000 -3.60910
O -1.99975 -0.06410 -1.21235
H -4.37887 -4.30723 5.30294
Br -1.16558 2.01350 1.20269
H -1.89384 -4.42545 -1.01485
C 0.91230 -0.28670 4.29573
H 2.52466 -1.89713 -2.03582
C 1.44600 4.08155 -0.03804
H 0.64043 3.77623 -0.83333
C -0.24924 -2.98399 -1.78601
N -1.58797 -2.91562 4.32599
C 0.26758 -1.43268 -1.48851
H 2.52585 6.11312 0.17388
C 1.46312 1.43481 -0.33312
C 2.19693 2.70345 0.45399
C 2.35750 -1.98738 4.01323
O 1.82434 5.83811 -4.84472
C -2.94647 -2.90824 -2.40454
H 0.50308 5.65906 -1.92471
C -3.54976 -3.86326 4.76741
H -1.77426 -2.73387 2.20481
S 2.32896 5.07494 -3.56019
H 1.77503 7.05123 -2.01170
H -3.69044 -2.14553 -1.88268
H 1.59908 -1.42089 6.04256
O 1.91922 3.58910 -3.71874
H 4.49902 4.54189 -3.99310
H -0.66916 -2.51040 4.44934
H 0.87852 4.55650 0.88915
C 1.61637 -1.25726 4.97286
H -2.35541 0.52660 -4.64255
O -3.50214 -1.54132 -4.55893
C -2.37882 -3.40809 5.33126
C -3.35751 -0.06765 -4.44148
H 2.04983 2.49078 1.60911
H 3.02079 -2.82164 4.20177
C -3.45945 -3.64292 3.37223
H 0.23298 0.47775 4.64836
H -3.59399 -3.85632 -2.69186
O -4.44642 0.65846 -4.14967
H -2.04224 -3.39108 6.35919
C 2.44773 5.23803 -0.62900

***

Run ii
63
Properties=species:S:1:pos:R:3 method="wB97M-V/def2-TZVPD" spin_multiplicity=1 smiles="O=COCCCCC1=CC(=O)C(CCCCS(=O)(=O)O)=C(Br)C1=O.c1cc[nH]c1.c1cc[nH]c1" e_homo_ev=-8.2 gap_ev=6.755
H -1.34387 3.67453 -1.92319
H 3.31570 -1.40187 -1.20150
C -1.43888 -1.42249 -1.24857
H -2.35764 -2.00332 -1.37684
C -2.24662 3.11287 -2.22373
H 0.98605 -0.00111 4.43898
N -1.98489 2.45232 4.26831
O 0.96942 3.67704 -4.47000
H -0.95132 -0.80803 6.15910
C 1.01120 -0.26900 -0.26958
H 2.12860 -2.21674 1.35067
H -2.82812 -2.05029 4.63753
S 3.71063 -3.48512 -3.75454
H -2.61385 5.04111 2.39528
C 4.81749 -2.99988 -2.40814
H -2.10505 3.17207 6.27005
H 5.08199 -3.65335 -0.36645
C -2.46052 4.59240 4.58404
C -0.12760 -2.19984 -1.14815
C 3.49850 -2.15305 -0.41945
C 0.06649 -0.52860 4.24566
C -2.14258 3.00408 3.02756
C 1.03571 -1.59109 -0.35334
C -0.92967 -0.94947 5.09038
N -0.27862 -0.89247 2.97452
C -1.91219 2.35854 -3.52559
H 4.17591 -1.70134 0.32631
C -2.65644 2.20310 -1.01380
H -3.62999 2.55317 -0.62437
H -2.85389 2.06571 -4.02740
H -1.93037 2.38216 -0.20344
C -1.43335 -0.09635 -1.18341
H -3.41577 0.25381 -0.53237
C -2.18157 3.41124 5.22234
H -2.66077 5.53637 5.06442
O 3.47293 -5.07275 -3.49014
Br 2.32092 0.73428 0.72180
H -2.03147 2.40472 2.13885
O -1.18752 3.21241 -4.45165
O 4.36904 -3.35689 -5.02395
H -1.92157 -1.92200 2.08540
H -1.27409 1.47069 -3.36572
C -1.91125 -1.59898 4.29485
C -0.08421 0.55554 -0.97277
H -1.75867 1.48653 4.45044
H 2.58473 -5.30440 -3.81644
H 1.90005 -3.54336 0.15788
H -3.02067 3.86820 -2.44412
H 0.26497 -0.70671 2.14993
H 0.44226 1.79515 -4.68130
O -0.03306 -3.27313 -1.65102
C -2.43605 4.33352 3.18913
C -2.76014 0.68229 -1.31851
C 4.22074 -3.40638 -1.01226
C 0.13058 2.85108 -4.52034
O 0.21578 1.64550 -1.33762
H -3.27607 0.45490 -2.26757
H 3.57909 -4.29794 -1.08115
H 4.93112 -1.90523 -2.48763
H 5.82315 -3.42062 -2.56810
C 2.12131 -2.47200 0.27548
C -1.47946 -1.54933 2.99514
O 2.48344 -2.73220 -3.74989

***

Bottom line: run ii, by a margin of 251.5 kcal/mol.

***

Run i
16
Properties=species:S:1:pos:R:3 method="wB97M-V/def2-TZVPD" spin_multiplicity=1 charge=-1 e_homo_ev=-2.2 gap_ev=6.352
H -0.39278 2.30156 -1.23273
H -1.11069 -1.10222 2.97529
H -1.24926 -2.49844 0.37013
H 0.29838 2.59755 -2.81241
H -2.30114 -1.23209 1.13640
H 1.00877 0.40218 -2.38217
C 0.55605 2.38031 -1.76618
C -0.76089 -1.92203 2.35704
C -1.28980 -1.58003 0.94527
S 1.71326 0.59069 -0.00555
H -1.22898 -2.85913 2.68355
H -0.55067 -0.88118 0.54618
H 0.31514 -2.03583 2.40965
H 1.05935 3.26272 -1.38015
H 2.46491 1.41323 -2.10163
C 1.46836 1.16270 -1.74270

***

Run ii
16
Properties=species:S:1:pos:R:3 method="wB97M-V/def2-TZVPD" spin_multiplicity=1 charge=-1 e_homo_ev=-1.9 gap_ev=5.027
C 4.06060 3.42297 -2.11789
C -1.82828 -1.42364 0.26479
H -3.60797 -2.76015 0.39144
H 4.24672 2.79659 -2.99086
H 4.94034 4.06425 -2.00235
H -2.29829 -3.08168 1.55375
C -2.84796 -2.30598 1.02142
H 0.14668 -1.41747 1.18956
H -2.38149 -0.57669 -0.14071
H -1.33703 -2.02165 -0.49510
H 3.21068 4.07622 -2.35033
H -1.25681 -0.84730 2.25051
C -0.78993 -0.86397 1.27058
H -3.28577 -1.70355 1.82069
H -0.43917 0.12557 0.97253
S 3.46768 2.51648 -0.63804

***

Bottom line: run i, by a margin of 4.7 kcal/mol.

***

Run i
12
Properties=species:S:1:pos:R:3 method="wB97M-V/def2-TZVPD" spin_multiplicity=1 smiles="C/C(=C/Cl)SC=S" e_homo_ev=-8.9 gap_ev=8.624
H 0.68154 -1.46391 -0.80056
S -1.13172 -0.33301 1.09913
H 1.78737 1.67386 -0.00288
C 0.42008 0.18543 0.44112
C -2.20416 -0.38440 -0.27721
H -3.18127 -0.51987 0.16763
Cl -0.18906 2.79664 0.79764
C 1.30175 -0.95800 -0.07491
H 2.23233 -0.73108 -0.61638
H 1.52119 -1.71714 0.74316
S -2.02061 0.01085 -1.83367
C 0.78256 1.44062 0.35691

***

Run ii
12
Properties=species:S:1:pos:R:3 method="wB97M-V/def2-TZVPD" spin_multiplicity=1 smiles="CC(=S)S/C=C/Cl" e_homo_ev=-8.8 gap_ev=8.530
S 0.19767 -0.77473 0.10266
C -1.14452 0.33200 -0.00836
H 1.50698 1.16572 0.91173
H -3.04699 -0.36137 0.78476
H -3.13809 -0.02237 -0.86567
C 2.77051 -0.17650 -0.15143
Cl 4.23684 0.71074 -0.04667
H -2.27333 -1.46741 -0.36285
C -2.48882 -0.44859 -0.10243
S -1.09068 1.95220 -0.02442
C 1.60289 0.23761 0.34335
H 2.86755 -1.14731 -0.58066

***

Bottom line: run ii, by a margin of 4.0 kcal/mol.

***

Run i
20
Properties=species:S:1:pos:R:3 method="wB97M-V/def2-TZVPD" spin_multiplicity=1 e_homo_ev="-7.6 / -7.6" gap_ev="7.339 / 7.338"
C 2.06706 -0.47510 -0.19970
C 2.46314 0.82825 0.28740
N 1.42600 1.59775 0.27847
H -2.16340 2.86128 -0.17107
H -1.67503 -2.16877 1.24312
C -0.82344 1.25725 -0.47442
N 2.82603 -1.59243 -0.27423
H 3.82210 -1.48584 -0.34402
H -0.70316 2.92795 0.86243
H -2.65423 -2.50611 -0.22818
H -1.13651 -1.58302 -0.31485
N 0.40625 0.84440 -0.20788
C -2.64367 -0.45383 0.48421
H 3.43309 1.15510 0.60816
N 0.79424 -0.41762 -0.49774
F -3.66103 -0.28924 -0.36529
H 2.41769 -2.36726 -0.76805
C -2.02672 -1.78070 0.28914
C -1.09587 2.66620 -0.12315
H -0.58838 3.30753 -0.84694

***

Run ii
20
Properties=species:S:1:pos:R:3 method="wB97M-V/def2-TZVPD" spin_multiplicity=1 smiles=Cc1nnc(CCCF)nn1 e_homo_ev=-9.5 gap_ev=8.732
N -0.53326 2.04128 -0.45985
N 0.55879 -0.40700 -1.11655
H 2.39410 -0.87049 0.77905
H -2.19069 2.67112 -2.99918
C -0.58862 1.44320 -1.71557
C -1.06968 2.49362 -2.68385
C 0.60926 -2.06794 1.20739
H 0.17519 -2.55213 0.20535
H -1.27952 -1.07511 1.70778
H 1.24143 -2.75698 1.80764
C 0.56324 0.11257 0.05689
H -0.58880 3.37654 -2.32711
H 1.41705 -0.38645 2.14579
C -0.54126 -1.78104 2.14167
N 0.15506 1.34689 0.39301
C 1.34480 -0.65320 1.01098
N 0.08090 0.38830 -2.06416
H -0.51679 2.34321 -3.72432
F -0.04251 -1.04362 3.20452
H -1.18866 -2.62275 2.43051

***

Bottom line: run ii, by a margin of 54.9 kcal/mol.